[1]
Formula: C7H39NO12
Source: OMol25
Level of theory: wB97M-V/def2-TZVPD

## Properties
- HOMO-LUMO gap (spin up / spin down) (eV) = 8.648 / 3.460
- ΔE to the lowest compared entry with this formula, charge and spin (kcal per mole) = 152.3
- energy (eV) = -33937.8104
- <S²> = 0.75
- LUMO (spin up / spin down) (eV) = -3.553 / -8.439

Geometry as ORCA input:
```
! RIJCOSX wB97M-V def2-TZVPD def2/J DEFGRID3
* xyz 1 2
C 1.19 1.94 3.56
C 0.58 1.22 2.23
C 1.47 0.08 1.76
C 1.12 -0.07 0.28
C 2.17 -0.80 -0.42
C 2.07 -2.01 -0.92
C 3.25 -2.70 -1.48
N 0.14 2.22 4.53
H 2.04 1.36 4.02
H 1.83 2.90 3.58
H 0.47 1.97 1.49
H -0.41 0.99 2.47
H 1.47 -0.72 2.50
H 2.52 0.48 1.91
H 1.02 0.96 -0.11
H 0.16 -0.65 0.18
H 3.13 -0.23 -0.44
H 1.18 -2.62 -1.00
H 4.15 -2.19 -1.51
H 3.29 -3.62 -0.84
H 3.11 -3.08 -2.55
H -0.40 1.42 4.42
H -0.40 3.15 4.22
H -2.67 -1.80 -1.50
H -4.06 -1.83 -0.93
O -3.64 -1.66 -1.72
H -1.95 0.94 -3.45
H -2.14 -0.21 -4.32
O -1.52 0.52 -4.07
H 0.91 -2.13 -4.06
H -0.03 -0.94 -4.22
O 0.57 -1.37 -3.52
H -1.03 -1.52 -2.02
H -0.29 -2.52 -1.41
O -0.74 -1.77 -1.11
H 2.04 0.50 -3.05
H 3.31 0.04 -3.35
O 2.89 0.90 -3.34
H -0.52 -2.78 0.84
H -1.77 -2.24 1.81
O -1.11 -2.92 1.66
H -1.95 2.35 -1.50
H -3.32 2.60 -2.66
O -2.63 1.90 -1.99
H 0.24 2.80 -1.36
H -0.25 3.41 0.07
O -0.58 3.21 -0.87
H 0.36 -1.86 2.89
H -0.13 -2.10 4.20
O 0.74 -2.11 3.80
H 1.50 3.33 1.14
H 1.65 4.83 1.63
O 1.21 4.24 1.16
H -4.22 -1.43 2.05
H -3.34 -0.88 0.85
O -4.21 -1.17 1.17
H -2.81 0.05 -0.86
H -3.13 1.24 0.05
O -2.53 0.36 0.11
*
```

***

[2]
Formula: C27H20BrN5V
Source: OMol25
Level of theory: wB97M-V/def2-TZVPD

## Properties
- HOMO-LUMO gap (spin up / spin down) (eV) = 5.331 / 5.308
- energy (eV) = -131490.3317
- <S²> = 0.79
- LUMO (spin up / spin down) (eV) = -7.531 / -7.491

Geometry as ORCA input:
```
! RIJCOSX wB97M-V def2-TZVPD def2/J DEFGRID3
* xyz 2 2
V 0.52 -0.07 0.22
C -3.84 -0.02 0.06
C -3.91 -0.46 1.33
C -2.81 -0.83 2.21
C -1.53 -0.48 2.07
N -1.00 0.36 1.10
C -2.59 0.27 -0.74
C -0.38 -1.04 2.82
C -0.36 -1.58 4.10
C 0.88 -1.94 4.63
C 2.05 -1.73 3.91
C 1.95 -1.20 2.64
N 0.75 -0.92 2.12
C 3.06 -0.84 1.72
C 4.38 -1.13 1.97
C 5.35 -0.76 1.05
C 4.96 -0.10 -0.11
C 3.61 0.16 -0.30
N 2.67 -0.19 0.59
H -4.78 0.18 -0.44
H -4.90 -0.61 1.73
H -3.07 -1.48 3.04
H -2.90 0.86 -1.62
H -1.26 -1.69 4.68
H 0.93 -2.35 5.63
H 3.01 -1.95 4.35
H 4.67 -1.65 2.88
H 6.39 -0.98 1.23
H 5.68 0.20 -0.86
H 3.27 0.67 -1.19
Br -0.09 5.91 -4.70
C -0.20 4.53 -3.45
C -1.38 4.37 -2.71
C -1.47 3.36 -1.79
C -0.38 2.47 -1.58
C 0.80 2.66 -2.35
C 0.89 3.67 -3.27
N -0.41 1.46 -0.70
C -1.62 1.15 0.07
C -1.93 -0.98 -1.29
C -2.66 -1.84 -2.10
C -2.06 -2.96 -2.64
C -0.72 -3.22 -2.38
C -0.05 -2.33 -1.57
N -0.63 -1.25 -1.03
H -2.21 5.05 -2.86
H -2.38 3.26 -1.21
H 1.63 1.99 -2.20
H 1.79 3.81 -3.85
H -2.13 2.03 0.46
H -3.70 -1.62 -2.29
H -2.64 -3.64 -3.27
H -0.21 -4.08 -2.79
H 0.99 -2.50 -1.32
*
```

***

[3]
Formula: C9H11BN2
Source: OMol25
Level of theory: wB97M-V/def2-TZVPD

## Properties
- HOMO-LUMO gap (spin up / spin down) (eV) = 6.499 / 6.473
- ΔE to the lowest compared entry with this formula, charge and spin (kcal per mole) = 145.3
- energy (eV) = -13162.7396
- LUMO (spin up / spin down) (eV) = -0.826 / -0.922

Geometry as ORCA input:
```
! RIJCOSX wB97M-V def2-TZVPD def2/J DEFGRID3
* xyz 0 1
B 0.86 -1.17 1.25
C 1.71 -2.28 1.39
C -1.69 2.37 1.46
C -0.43 2.39 2.07
C -2.16 1.17 0.83
C 0.36 1.23 2.06
C -1.40 0.05 0.87
C -0.05 0.06 1.35
C 1.04 -1.76 -2.08
C -0.07 0.21 -2.94
N 2.47 -3.23 1.59
N 1.09 -0.54 -2.29
H -2.17 3.34 1.31
H -0.13 3.30 2.39
H -3.03 1.10 0.29
H 1.34 1.27 2.37
H -1.93 -0.75 0.37
H 1.81 -2.14 -1.39
H 0.17 -2.23 -2.40
H 3.10 -3.58 0.90
H 0.09 1.30 -2.85
H 0.03 -0.10 -3.99
H -1.03 0.00 -2.56
*
```